Molecular formula: C43H101N7O7
Method: DFT, ωB97M-V/def2-TZVPD

```
158
Properties=species:S:1:pos:R:3:forces:R:3
C 23.673893 12.283384 -0.487986 0.1 0.5 1.0
C 25.036591 12.525186 -1.137085 -1.3 0.7 0.2
C 25.189254 14.000229 -1.536142 -0.4 -2.1 0.1
O 25.072823 14.799454 -0.403468 0.6 0.9 -0.1
C 25.512527 16.105798 -0.739895 0.4 0.6 0.6
N 26.061005 12.109084 -0.237419 1.1 -0.8 0.6
H 22.852941 12.731016 -1.048124 0.0 -0.5 -0.3
H 23.606667 12.799753 0.469589 0.3 0.4 0.1
H 23.538482 11.248328 -0.174260 -0.2 -0.2 -0.7
H 25.024483 11.922530 -2.045248 0.5 0.0 -0.2
H 24.378656 14.180159 -2.242296 0.2 0.6 -0.5
H 26.195951 14.075074 -1.947320 0.0 0.3 -0.5
H 26.448439 16.418891 -0.277117 0.1 -0.4 1.1
H 24.745964 16.804619 -0.405019 0.0 0.2 -0.6
H 25.873335 16.220912 -1.761982 -1.1 -0.1 -0.5
H 25.969284 12.533135 0.674646 -0.4 0.1 0.1
H 26.970730 12.424101 -0.542805 0.2 -0.1 -0.3
C 13.351209 11.659387 -6.072338 -0.7 1.6 0.5
C 13.308789 13.173192 -5.461400 1.6 -2.4 -0.5
C 14.569347 13.954762 -6.068952 -1.0 -0.7 -0.2
O 14.367716 14.174877 -7.492707 0.0 -1.2 1.0
C 15.589671 14.565095 -8.094158 -0.6 1.8 -0.3
N 12.033341 13.811269 -5.686913 0.2 0.3 -1.0
H 13.069554 11.738954 -7.122305 0.5 -0.1 -0.2
H 12.617979 10.963310 -5.664960 -0.3 0.4 0.5
H 14.313143 11.179718 -5.891494 0.2 0.3 -0.4
H 13.362131 13.070796 -4.377531 0.8 0.1 0.1
H 15.539656 13.459389 -6.034425 -0.2 -0.7 0.7
H 14.697593 14.864368 -5.482215 -0.1 0.6 -0.4
H 16.514007 13.987519 -8.084317 -0.3 -0.9 0.9
H 15.760081 15.515155 -7.587748 0.9 0.4 -0.5
H 15.415995 14.719981 -9.159032 -0.3 0.2 0.1
H 11.870298 14.571188 -5.041900 0.1 0.0 0.3
H 12.173407 14.265289 -6.578171 -0.7 0.2 -0.5
C 17.511405 7.393394 -6.263842 -0.1 -0.2 -0.1
C 16.595178 6.930887 -5.084259 1.6 1.7 -1.3
C 17.417576 6.358613 -3.947166 -0.8 -1.4 1.0
O 16.430707 5.710147 -3.061227 -0.4 1.1 -0.8
C 16.791451 5.363390 -1.756649 2.4 -0.4 -0.3
N 15.975535 8.195266 -4.663209 -0.6 -0.4 0.8
H 16.895114 7.884286 -7.017049 -0.1 -0.2 -0.1
H 18.142940 6.654593 -6.757236 -0.3 -0.4 0.1
H 18.210346 8.177133 -5.971701 0.0 0.1 0.5
H 15.770798 6.316052 -5.445477 0.4 -0.5 0.2
H 18.014822 7.141256 -3.479333 -0.5 0.5 0.5
H 18.230018 5.676435 -4.197514 -0.3 -0.8 -0.5
H 16.013529 5.062039 -1.055132 -0.5 0.3 -0.6
H 17.445636 6.108625 -1.304136 -0.3 0.6 0.3
H 17.488260 4.531481 -1.858978 0.0 -0.6 0.3
H 16.671580 8.690488 -4.124347 0.5 0.5 -0.2
H 15.367755 7.911550 -3.908092 -0.8 0.1 0.2
C 19.863214 7.896162 -9.223075 0.2 -0.6 -0.9
C 21.262448 7.291204 -9.461767 -2.0 -2.1 1.5
C 22.264474 8.292391 -9.806890 1.8 1.1 0.4
O 21.920055 9.092915 -10.936512 -0.3 0.5 0.2
C 22.503822 10.390363 -10.840239 0.3 0.7 0.5
N 21.650965 6.576693 -8.150255 0.6 0.8 -0.9
H 19.630972 8.587002 -10.033570 0.1 0.3 0.2
H 19.719937 8.346497 -8.240847 0.1 0.0 -0.1
H 19.127543 7.102819 -9.355348 -0.1 -0.1 0.4
H 21.206844 6.645250 -10.337986 -0.3 -0.6 0.1
H 23.225796 7.821834 -10.013151 0.2 -0.3 -0.1
H 22.431720 8.812688 -8.863798 0.0 1.0 -0.2
H 23.573028 10.406880 -11.051515 0.4 -0.5 0.6
H 22.253267 10.833487 -9.876416 0.5 -0.2 0.4
H 22.200950 11.200252 -11.503912 -1.1 -0.8 -0.8
H 21.102144 5.835232 -7.739013 -1.1 0.3 -0.7
H 22.565866 6.150016 -8.118548 0.5 0.4 -0.6
C 15.046741 11.521888 -9.951872 -1.7 0.0 -0.1
C 16.130654 10.572835 -10.438670 0.5 0.1 1.0
C 15.981536 9.111822 -9.900137 -0.9 -0.5 -0.9
C 14.853653 8.322700 -10.634992 0.2 0.4 1.0
C 15.151378 8.297324 -12.105612 0.6 -0.1 0.0
C 15.360017 9.656449 -12.761625 0.1 1.4 -0.3
N 16.172070 10.546516 -11.866333 0.9 -1.4 -2.4
O 16.410878 11.837021 -12.466011 -0.8 -0.9 0.5
C 16.098493 9.483064 -14.136808 0.6 0.8 0.0
C 13.993275 10.318911 -12.960954 -1.1 -0.4 -0.6
C 17.493852 11.069687 -9.991415 1.2 0.2 0.6
H 15.095467 11.954313 -8.952497 0.5 -0.1 0.0
H 14.069161 11.040744 -9.982455 -0.1 -0.5 0.2
H 14.857554 12.306772 -10.684174 0.7 0.3 0.1
H 16.881854 8.521740 -10.071463 0.4 0.4 -0.1
H 15.818213 9.065965 -8.823422 -0.1 0.5 0.0
H 13.878180 8.699088 -10.326948 -0.2 0.2 -0.3
H 14.854575 7.271385 -10.347184 0.1 0.0 0.5
H 14.426146 7.706304 -12.664917 -0.2 0.2 -0.1
H 16.078478 7.724570 -12.129030 0.3 0.0 -0.5
H 16.030088 8.496854 -14.595940 -0.5 0.0 0.2
H 15.882321 10.256076 -14.874259 -1.1 -0.1 -0.1
H 17.164267 9.711581 -14.133482 0.4 -0.5 1.0
H 13.420829 10.373213 -12.034960 0.3 0.4 0.2
H 13.991587 11.272412 -13.489106 0.5 0.2 0.4
H 13.313107 9.730104 -13.576405 0.2 -0.5 -0.4
H 17.734414 12.108495 -10.217503 -0.5 0.2 -0.1
H 18.321018 10.520065 -10.440643 -0.2 -0.4 -0.3
H 17.650464 10.952309 -8.919121 -0.3 0.0 0.2
H 17.334265 11.796970 -12.725533 0.2 -0.1 0.0
C 23.131925 10.882494 -4.795401 -1.0 -0.9 0.0
C 21.850722 9.934378 -4.827174 2.7 1.1 -2.2
C 21.445661 9.607025 -3.453265 -1.5 1.0 1.5
C 20.758415 10.782551 -2.634035 0.1 -1.4 -1.3
C 19.532726 11.169487 -3.467596 1.0 -0.4 -0.8
C 19.944688 11.565455 -4.942260 -1.3 -0.8 -0.6
N 20.742445 10.475819 -5.607442 -2.4 0.2 2.2
O 20.812232 10.645893 -7.045106 1.1 -0.2 1.7
C 18.577338 11.673679 -5.760739 1.5 -0.8 -0.4
C 20.681535 12.883693 -4.964005 0.1 1.2 0.3
C 22.287335 8.603729 -5.488348 0.3 1.1 -0.3
H 23.844812 10.367340 -4.151584 0.5 0.0 -0.4
H 23.437821 10.989491 -5.836107 0.5 0.2 0.2
H 22.987267 11.860105 -4.335556 -0.3 -0.1 -0.2
H 20.735499 8.808073 -3.666407 -0.6 -0.2 0.9
H 22.246305 9.177365 -2.851215 0.3 0.0 -0.3
H 20.574830 10.312410 -1.667927 -0.5 0.4 0.2
H 21.372566 11.669358 -2.477515 0.4 -0.3 -0.1
H 18.961781 11.991964 -3.036708 -0.1 0.0 -0.1
H 18.923213 10.273720 -3.586706 -0.4 0.1 0.2
H 18.866043 12.183656 -6.679809 -0.7 0.5 0.1
H 17.680581 12.021886 -5.248211 0.5 0.8 0.2
H 18.270618 10.689894 -6.115984 0.2 -0.4 0.2
H 19.972279 13.710327 -5.005654 -0.1 0.1 -0.3
H 21.409270 13.002823 -5.766696 -0.3 -0.2 -0.3
H 21.255443 13.106069 -4.064414 0.0 -0.3 0.2
H 22.763607 8.857023 -6.435507 0.2 -0.2 0.0
H 23.016228 8.120676 -4.837600 -0.1 -0.2 -0.1
H 21.450317 7.955288 -5.747245 -0.1 -0.1 0.4
H 20.642721 9.721934 -7.242956 -0.1 0.0 -0.8
C 25.489128 17.809796 -5.211808 -0.3 -0.4 -1.3
C 24.204486 17.349826 -6.009202 -1.1 1.6 0.4
C 22.953351 17.987051 -5.319735 0.6 1.9 -0.2
C 22.852006 19.526576 -5.617737 0.7 -0.6 -0.5
C 22.892431 19.797052 -7.132079 -0.9 0.8 0.4
C 24.051505 19.241678 -7.982761 -0.9 -0.2 0.9
N 24.174489 17.836419 -7.491330 -1.7 0.0 3.0
O 24.847070 16.935637 -8.263222 1.1 -0.1 -1.6
C 23.734282 19.286462 -9.509751 0.5 -0.8 0.6
C 25.224161 20.119257 -7.685689 2.4 -0.1 0.7
C 23.970274 15.810748 -5.865622 1.5 0.8 -0.4
H 25.559063 18.878911 -5.011295 -0.5 0.1 -0.1
H 26.336785 17.605936 -5.866039 0.3 -0.3 0.3
H 25.571527 17.289220 -4.257704 0.0 -0.2 -0.1
H 22.047867 17.508338 -5.692614 0.0 0.0 0.1
H 23.049522 17.872226 -4.240071 -0.1 -0.4 0.1
H 23.581321 20.195148 -5.160346 1.1 -0.8 0.2
H 22.011609 20.087256 -5.208504 -0.9 -0.8 -0.1
H 22.975274 20.883559 -7.104756 -0.2 0.3 -0.9
H 21.905644 19.534013 -7.513084 0.1 -0.2 -0.4
H 24.576510 18.925765 -10.100210 0.2 -0.4 0.2
H 22.887502 18.633682 -9.721715 -0.2 0.3 -0.2
H 23.635360 20.285549 -9.934202 -0.6 0.2 0.6
H 25.446826 20.995141 -8.295069 -0.6 0.0 -0.3
H 25.243693 20.458454 -6.649987 -0.2 0.1 0.1
H 26.124382 19.508371 -7.752846 0.3 -0.1 -0.2
H 24.782150 15.284360 -6.367500 -0.5 -0.2 -0.9
H 22.953115 15.540028 -6.148777 0.3 -0.2 -0.2
H 24.200457 15.453045 -4.862048 -0.6 0.6 0.5
H 24.211650 16.890066 -8.981384 0.3 -0.9 -0.5
```
Forces are in eV/Å.

For the frontier orbital gap (spin up / spin down), the calculation gives 1.412 / 7.990 eV. As for the spin multiplicity: 2. The net charge is -1. The electronic energy is -70980.7483 eV.